58
Properties=species:S:1:pos:R:3 method="wB97M-V/def2-TZVPD" largest_force_ev_per_a=8.80 e_homo_ev="-0.821 / -4.988" spin_multiplicity=2 s_squared=0.7516 total_charge=-1
Zr -0.0736 -0.8109 -2.3592
O 1.7115 -0.0039 -2.8976
H 2.3655 0.4347 -3.4760
O -0.1472 0.5339 -0.8501
H -0.6003 0.7637 -0.0156
S -2.6848 -2.1464 -2.4226
O -3.6544 -2.5957 -1.4959
O -1.2890 -2.6039 -2.1754
O -3.1320 -2.2914 -3.7957
O -2.1138 -0.8247 -2.1914
C 4.8022 2.8431 -0.0779
O 5.5912 3.6345 0.4299
N 4.0763 1.9585 0.6892
C 2.9449 1.1858 0.0988
C 4.2183 1.7568 2.1213
H 4.6053 2.7267 -1.1549
H 2.1618 1.2349 0.8554
H 3.0162 0.1325 -0.1726
H 2.5682 1.6160 -0.8291
H 4.9728 2.4691 2.4551
H 3.4028 2.0559 2.7799
H 4.6218 0.7601 2.2998
C -1.6617 2.5470 -3.5386
O -1.2116 1.3979 -3.2574
N -2.4868 3.2819 -2.7826
C -2.9699 4.6133 -3.1349
C -2.9450 2.7443 -1.5227
H -1.4934 3.1284 -4.4583
H -4.0435 4.5877 -2.9480
H -2.8745 4.7724 -4.2090
H -2.3124 5.3333 -2.6477
H -3.0460 1.6625 -1.6107
H -2.1415 2.8213 -0.7901
H -3.9261 3.1584 -1.2905
C -2.4354 -2.6540 2.0146
O -1.6621 -3.5257 2.3824
N -2.2290 -1.3827 2.3346
C -3.0280 -0.3539 1.6444
C -1.1429 -0.9259 3.1667
H -3.3739 -2.8330 1.4675
H -2.7567 0.6006 2.0954
H -4.0960 -0.5548 1.7289
H -2.9770 -0.3053 0.5567
H -0.3042 -0.5100 2.6084
H -1.4495 -0.1534 3.8720
H -0.7525 -1.7126 3.8124
C 0.6446 -2.9869 0.2689
O 0.7881 -2.0327 -0.6132
N 1.4739 -3.1823 1.2097
C 2.7237 -2.3931 1.4591
C 1.4281 -4.2840 2.1723
H -0.1594 -3.7391 0.2691
H 2.7910 -1.4416 0.9316
H 3.6555 -2.8823 1.1754
H 2.4879 -2.0068 2.4507
H 2.3805 -4.8094 2.2436
H 1.2308 -3.9925 3.2039
H 0.5111 -4.8164 1.9197